# 1
ORCA calculation (ωB97M-V with the def2-TZVPD basis set) on a molecular structure, C20H56N5O6Sr2 at a distorted geometry.

For the highest occupied orbital energy, the calculation gives -15.5502 eV.

```
! wB97M-V def2-TZVPD RIJCOSX def2/J DEFGRID3
* xyz 3 1
Sr 24.9460 8.5930 0.2464
Sr 23.5447 11.7769 -1.3356
O 23.7266 9.3739 -1.9450
H 23.7871 8.9386 -2.8176
C 19.9319 13.8810 0.8363
C 20.8636 12.9516 0.0188
C 20.1905 12.3880 -1.1644
O 21.0675 11.3295 -1.5961
C 20.3387 10.4027 -2.4396
N 22.0175 13.6799 -0.4426
H 19.3961 14.5146 0.1295
H 20.4242 14.5435 1.5482
H 19.0780 13.3470 1.2532
H 21.2208 12.1514 0.6670
H 19.9426 13.1784 -1.8729
H 19.2366 12.0160 -0.7903
H 21.0612 9.6047 -2.6107
H 19.8800 10.7143 -3.3780
H 19.4843 9.9956 -1.8990
H 22.3365 14.2835 0.3017
H 21.7324 14.3679 -1.1248
C 20.9888 4.6314 -1.5049
C 20.9283 6.1502 -1.6803
C 20.1248 6.9241 -0.5841
O 18.7979 6.3873 -0.6392
C 17.9936 6.5949 0.5165
N 22.2902 6.7673 -1.6846
H 20.0258 4.1649 -1.7127
H 21.2856 4.4231 -0.4770
H 21.7644 4.1709 -2.1169
H 20.4843 6.3297 -2.6594
H 20.0079 7.9733 -0.8556
H 20.5931 6.7873 0.3906
H 16.9925 6.3992 0.1323
H 17.9786 7.5964 0.9464
H 18.2508 5.9042 1.3196
H 22.2210 7.7555 -1.8815
H 22.4833 6.8553 -0.6971
C 22.0973 8.1533 -6.5845
C 21.7822 7.3117 -5.3683
C 21.0109 5.9558 -5.7860
O 19.6230 6.0953 -6.2094
C 18.7845 6.4007 -5.0702
N 23.0373 7.1344 -4.6111
H 22.7455 7.6161 -7.2769
H 22.5512 9.1321 -6.4291
H 21.1324 8.1593 -7.0916
H 21.1102 7.9581 -4.8038
H 21.1205 5.2666 -4.9487
H 21.5131 5.4386 -6.6036
H 18.9784 5.6070 -4.3488
H 17.7151 6.3031 -5.2571
H 18.9916 7.3724 -4.6217
H 23.1022 8.0664 -4.2273
H 22.6878 6.6657 -3.7875
C 24.9055 11.9917 -4.9319
C 23.6172 12.7642 -4.9398
C 22.4923 11.9944 -5.6101
O 21.4430 12.9724 -5.8516
C 20.1981 12.2881 -6.0942
N 23.2624 13.1594 -3.5355
H 25.7374 12.5013 -4.4458
H 25.3091 11.7040 -5.9027
H 24.7918 11.0296 -4.4324
H 23.7616 13.6358 -5.5783
H 22.1101 11.1923 -4.9787
H 22.9194 11.6515 -6.5525
H 19.4231 13.0375 -6.2551
H 19.8424 11.7528 -5.2138
H 20.3603 11.6910 -6.9915
H 23.9256 13.8619 -3.2409
H 22.4501 13.7594 -3.5532
C 27.2582 8.0905 -3.3776
C 26.3088 6.8942 -3.1823
C 26.9239 5.4887 -3.2478
O 27.7008 5.2649 -4.3732
C 28.5672 4.1259 -4.4406
N 25.4002 7.0654 -2.0107
H 26.6448 8.9332 -3.6962
H 28.0097 7.8224 -4.1203
H 27.8420 8.2889 -2.4787
H 25.6660 6.9857 -4.0577
H 26.1783 4.7010 -3.1391
H 27.5590 5.3842 -2.3681
H 29.4092 4.0430 -3.7534
H 29.0734 4.1267 -5.4059
H 27.9371 3.2379 -4.3905
H 24.6031 6.4454 -2.0260
H 24.9202 7.9433 -2.1481
*
```

These are the Mulliken partial charges, in e, on atoms 1 to 2:
1 Sr 1.53
2 Sr 1.82

=====

# 2
ORCA calculation (ωB97M-V with the def2-TZVPD basis set) on a molecular structure, C20H57ClInN5O5P.

For the highest occupied orbital energy, the calculation gives -3.6051 eV.

```
! wB97M-V def2-TZVPD RIJCOSX def2/J DEFGRID3
* xyz -1 1
C -3.3779 0.2236 -3.8635
C -2.1148 -0.1174 -3.0679
C -1.2203 -1.1764 -3.7038
In 0.6474 -1.6177 -2.6079
C 1.9129 -2.8421 -3.9441
N 1.8676 -2.2822 -5.3118
P 1.8719 0.5961 -2.0265
O 2.9635 0.0129 -0.8791
Cl 3.2679 0.7358 -3.6204
H -4.1080 0.7830 -3.2701
H -3.8696 -0.6846 -4.2243
H -3.1359 0.8278 -4.7428
H -1.5458 0.8066 -2.9106
H -2.4105 -0.4442 -2.0640
H -1.7623 -2.1296 -3.7643
H -0.9867 -0.8811 -4.7355
H 0.2599 -2.3870 -1.0712
H 2.9494 -2.8144 -3.5944
H 1.6023 -3.9001 -3.9153
H 2.4923 -2.7716 -5.9448
H 0.9360 -2.3698 -5.6972
H 3.8377 0.3870 -1.0507
C 1.1388 3.1871 0.8217
C -0.0201 4.0164 0.2837
C 0.1344 5.5245 0.4913
O -0.0653 5.9790 1.8225
C 1.0534 5.8646 2.6731
N -1.2796 3.4977 0.8177
H 1.0801 3.0724 1.9057
H 1.1188 2.2022 0.3611
H 2.0990 3.6427 0.5701
H -0.0472 3.8712 -0.8015
H -0.6248 6.0376 -0.1044
H 1.1209 5.8549 0.1359
H 1.9830 6.0723 2.1307
H 1.1404 4.8728 3.1236
H 0.9353 6.6029 3.4667
H -2.0671 3.9217 0.3403
H -1.3590 3.7648 1.7938
C -3.4428 7.7029 -1.8101
C -2.0715 8.3148 -1.5473
C -2.0662 9.8453 -1.5047
O -2.1966 10.4763 -2.7661
C -3.5181 10.6641 -3.2224
N -1.1144 7.7606 -2.5019
H -3.7197 7.7981 -2.8610
H -3.4224 6.6392 -1.5768
H -4.2165 8.1787 -1.2047
H -1.7500 7.9934 -0.5501
H -1.1017 10.1767 -1.1128
H -2.8513 10.2089 -0.8269
H -4.1896 10.9105 -2.3919
H -3.9165 9.7845 -3.7344
H -3.5031 11.4990 -3.9222
H -0.1709 8.0413 -2.2569
H -1.2928 8.1598 -3.4183
C 3.5227 -7.0632 0.1586
C 2.0771 -6.5904 0.0687
C 1.8819 -5.3713 -0.8344
O 2.3651 -4.1731 -0.2812
C 3.7063 -3.8415 -0.5602
N 1.5638 -6.3686 1.4257
H 4.1130 -6.3831 0.7751
H 3.5686 -8.0504 0.6186
H 3.9843 -7.1117 -0.8292
H 1.4807 -7.3987 -0.3704
H 0.8108 -5.2089 -0.9857
H 2.3349 -5.5460 -1.8205
H 4.0083 -4.2211 -1.5432
H 4.4027 -4.2299 0.1917
H 3.7645 -2.7527 -0.5741
H 0.5684 -6.1722 1.3681
H 1.9772 -5.5043 1.7686
C -2.0466 -7.1330 5.4661
C -0.9148 -6.6978 4.5405
C 0.4775 -7.1243 5.0117
O 0.9836 -6.3867 6.1121
C 0.5865 -6.8356 7.3864
N -1.0322 -5.2633 4.2930
H -2.0835 -6.5059 6.3583
H -3.0030 -7.0267 4.9556
H -1.9298 -8.1718 5.7814
H -1.0586 -7.1996 3.5771
H 1.1811 -6.9626 4.1926
H 0.4830 -8.1968 5.2542
H 0.5243 -7.9300 7.4175
H -0.3809 -6.4305 7.6966
H 1.3446 -6.5072 8.0972
H -0.4054 -4.9751 3.5495
H -0.7298 -4.7597 5.1210
*
```

These are the Mulliken partial charges, in e, on atoms 1 to 2:
1 C -1.29
2 C -0.17

=====

# 3
ORCA calculation (ωB97M-V with the def2-TZVPD basis set) on 7 unconnected molecules or ions with the total composition C20H57ClN5O10 at a distorted geometry.

For the highest occupied orbital energy, the calculation gives -5.3752 eV.

```
! wB97M-V def2-TZVPD RIJCOSX def2/J DEFGRID3
* xyz -1 1
Cl 1.1620 -0.2419 1.0548
O 1.7825 -0.6857 2.2766
O 1.7908 -0.8640 -0.0829
O -0.2431 -0.6319 1.0754
O 1.2523 1.1911 0.9321
O 0.1767 2.7007 -1.3962
H 0.4217 3.5127 -0.9371
H -0.0572 2.0872 -0.6932
C 3.4979 5.2567 1.9405
C 2.9833 4.7095 0.6017
C 3.8367 3.5465 0.1285
O 3.5864 3.1352 -1.1946
C 4.0390 4.0222 -2.1869
N 1.5773 4.2927 0.6573
H 4.5517 5.5348 1.8585
H 3.3925 4.4965 2.7181
H 2.9308 6.1419 2.2303
H 3.0990 5.5084 -0.1419
H 3.6309 2.6723 0.7560
H 4.9077 3.7705 0.2678
H 3.5421 4.9941 -2.1281
H 3.8289 3.5683 -3.1532
H 5.1292 4.1722 -2.1264
H 1.0832 4.7462 1.4157
H 1.5663 3.2908 0.8190
C 4.1714 -0.6352 -2.7867
C 2.8909 -0.1364 -3.4903
C 2.1761 -1.3366 -4.0747
O 0.8977 -0.9778 -4.5602
C 0.2426 -2.0606 -5.1337
N 2.0029 0.5685 -2.5674
H 3.8940 -1.2327 -1.9154
H 4.7790 0.2130 -2.4725
H 4.7906 -1.2759 -3.4303
H 3.2089 0.5378 -4.2920
H 2.0693 -2.1412 -3.3282
H 2.7407 -1.7572 -4.9239
H 0.7696 -2.4673 -6.0085
H -0.7498 -1.7161 -5.4329
H 0.0885 -2.8702 -4.4017
H 1.6771 -0.1143 -1.8866
H 2.5004 1.2758 -2.0351
C -1.8181 1.8527 2.9124
C -3.1321 1.6374 2.1755
C -3.9096 2.9224 1.9891
O -3.2043 3.7718 1.1132
C -3.8858 4.9783 0.8801
N -2.9160 1.0213 0.8485
H -1.0663 2.3298 2.2846
H -1.4178 0.9190 3.3031
H -1.9431 2.5301 3.7715
H -3.7701 0.9464 2.7338
H -4.0624 3.4206 2.9564
H -4.8954 2.6701 1.5643
H -3.2119 5.6491 0.3500
H -4.1833 5.4517 1.8237
H -4.7705 4.8039 0.2548
H -2.5807 1.7424 0.2176
H -2.1551 0.3532 0.9374
C -2.9341 -2.9002 -3.0347
C -1.9981 -2.6899 -1.8548
C -0.5735 -3.0332 -2.2014
O -0.4899 -4.3780 -2.6558
C 0.6890 -4.6226 -3.3675
N -1.9905 -1.2772 -1.4854
H -3.9455 -2.5796 -2.7937
H -2.9487 -3.9594 -3.3059
H -2.5423 -2.3820 -3.9150
H -2.3546 -3.3461 -1.0446
H 0.0584 -2.9040 -1.3137
H -0.2441 -2.3269 -2.9752
H 0.8127 -5.7031 -3.4455
H 1.5643 -4.1925 -2.8651
H 0.6369 -4.2011 -4.3828
H -1.5764 -1.1534 -0.5645
H -2.9267 -0.8963 -1.3968
C -1.4753 -1.7634 3.9767
C -1.0440 -3.2184 3.8400
C -2.2172 -4.1385 3.5626
O -3.1528 -4.2505 4.6399
C -2.6583 -4.8979 5.7877
N -0.0557 -3.4429 2.7900
H -2.1332 -1.4814 3.1418
H -0.6306 -1.0771 3.9284
H -2.0566 -1.5802 4.8857
H -0.5475 -3.4924 4.7783
H -1.8478 -5.1236 3.2651
H -2.8021 -3.6711 2.7671
H -2.8526 -5.9786 5.7208
H -3.2360 -4.5360 6.6401
H -1.5984 -4.7157 5.9536
H -0.3889 -3.0308 1.9160
H 0.7642 -2.8571 2.9409
*
```

These are the Mulliken partial charges, in e, on atoms 1 to 2:
1 Cl 1.55
2 O -0.76